The following is a quantum chemistry calculation of a cluster of 9 separate species, C18H36Cl18 in total at a distorted geometry, from the OMol25 dataset.

Values from the calculation:
E_LUMO: 0.0082 Ha
SMILES: ClCCCl.ClCCCl.ClCCCl.ClCCCl.ClCCCl.ClCCCl.ClCCCl.ClCCCl.ClCCCl
HOMO energy: -10.37 eV
Kohn-Sham gap: 10.6 eV
Relative energy (zero: lowest compared OMol25 entry of this formula, charge and spin): 1.1917 eV

```
! wB97M-V def2-TZVPD RIJCOSX def2/J DEFGRID3
* xyz 0 1
Cl 2.27136 0.57356 -3.45020
C 1.51580 0.43934 -5.04895
C 2.37864 1.00986 -6.16406
Cl 2.31561 2.76348 -6.34811
H 0.49874 0.83148 -5.04619
H 1.30832 -0.60910 -5.27790
H 2.01853 0.60119 -7.10808
H 3.40388 0.66379 -6.05506
Cl -3.42108 -3.06199 -3.21400
C -3.68902 -1.38150 -2.60323
C -2.43646 -0.75132 -2.02629
Cl -1.09791 -0.86954 -3.20825
H -4.51090 -1.43777 -1.89362
H -4.06221 -0.80625 -3.44920
H -2.19614 -1.24152 -1.08546
H -2.64168 0.30788 -1.88616
Cl 0.90901 2.88642 0.31109
C 0.91712 1.38233 -0.61553
C 0.50102 0.13335 0.17689
Cl -0.94040 0.48037 1.19060
H 1.86022 1.20902 -1.13029
H 0.20153 1.47404 -1.43394
H 1.28645 -0.22636 0.84522
H 0.29961 -0.75525 -0.42101
Cl -2.12618 3.23389 -1.16916
C -1.99197 4.57692 -0.03567
C -2.69350 5.83602 -0.50992
Cl -2.50789 7.18697 0.65543
H -0.98086 4.85091 0.25189
H -2.41203 4.23421 0.91152
H -3.76153 5.73960 -0.69130
H -2.28064 6.17249 -1.46011
Cl -4.60764 0.92861 4.78353
C -4.30421 1.04424 3.02232
C -5.19025 0.19321 2.12576
Cl -4.38808 0.09583 0.56376
H -3.30995 0.62675 2.85870
H -4.24321 2.08247 2.70771
H -6.20185 0.57275 1.98360
H -5.33204 -0.81304 2.51849
Cl 1.89570 -3.29760 5.38133
C 2.31939 -1.58905 5.48618
C 1.60489 -0.84579 4.35311
Cl -0.15573 -0.86680 4.63492
H 3.40403 -1.58311 5.39653
H 2.04328 -1.24379 6.47870
H 1.89706 -1.25896 3.38971
H 1.93485 0.19266 4.32816
Cl 2.10289 -3.02233 -1.05244
C 1.39929 -2.84066 -2.68300
C 2.29653 -3.43262 -3.73504
Cl 2.45353 -5.20015 -3.66331
H 1.31387 -1.76365 -2.83110
H 0.37192 -3.19886 -2.73973
H 3.31112 -3.05791 -3.61645
H 1.94217 -3.15904 -4.72808
Cl 4.37435 1.89422 3.38209
C 4.33282 1.33248 1.69198
C 5.62712 1.86502 1.04637
Cl 7.05985 1.04554 1.73320
H 3.45602 1.61118 1.11008
H 4.33545 0.24627 1.75440
H 5.72050 2.94125 1.16567
H 5.71037 1.69450 -0.02718
Cl -0.40417 -4.23908 0.92308
C -0.76975 -3.80062 2.62358
C -1.91027 -2.80182 2.61412
Cl -3.43096 -3.53062 2.06331
H 0.12576 -3.26979 2.94325
H -0.87114 -4.63409 3.31131
H -1.73631 -1.88740 2.05641
H -2.11263 -2.47673 3.63410
*
```

---

The following is a quantum chemistry calculation of the molecule C2H4N4O2 at a distorted geometry, from the OMol25 dataset.

Values from the calculation:
E_LUMO: -0.0126 Ha
SMILES: Nn1onc/c1=N/O
HOMO energy: -8.86 eV
Kohn-Sham gap: 8.5 eV
Relative energy (zero: lowest compared OMol25 entry of this formula, charge and spin): 8.1333 eV

```
! wB97M-V def2-TZVPD RIJCOSX def2/J DEFGRID3
* xyz 0 1
C 0.45927 1.09183 1.44603
C 0.20483 0.47569 0.09170
H 0.14408 -1.43747 -0.18597
H -0.98544 -1.41712 -1.24627
H 1.55954 1.09192 2.14701
H 1.31026 0.03643 -2.78136
N -0.92821 -1.26871 -0.27532
N -1.05913 0.08675 0.24476
N -0.70247 0.97663 2.16840
N 1.11879 0.32232 -0.87582
O -1.64012 0.25763 1.36538
O 0.51860 -0.21590 -2.09855
*
```